1.
C28H65Cd2N4O8 | ωB97M-V with the def2-TZVPD basis set

```
107
Properties=species:S:1:pos:R:3:forces:R:3
Cd -8.496 1.067 -4.036 -0.770 0.225 -0.155
Cd -6.054 2.188 -5.697 -0.289 0.052 -0.291
C -9.053 0.907 -8.618 1.101 -0.290 1.064
C -8.625 1.540 -7.297 0.179 -0.059 0.398
O -9.287 1.286 -6.251 -0.314 -0.002 0.040
O -7.583 2.257 -7.293 -0.242 -0.060 -0.631
H -9.036 -0.176 -8.462 -0.344 0.007 0.061
H -8.210 1.101 -9.276 -0.604 0.324 -0.686
H -10.050 1.219 -8.907 0.116 0.181 -0.345
O -6.810 0.295 -4.969 1.596 -0.844 -0.473
H -6.272 -0.393 -5.355 -0.165 -0.389 0.345
O -7.411 2.900 -4.261 -0.275 0.548 0.521
H -7.926 3.524 -4.787 -0.195 0.110 0.276
C -10.903 -2.166 -5.669 -1.715 -1.177 0.133
C -10.702 -0.997 -4.709 -0.054 -0.967 0.260
C -11.520 -1.127 -3.433 -1.277 -0.938 -0.197
O -11.279 -2.403 -2.858 0.305 0.346 -0.231
C -12.108 -2.676 -1.767 -0.095 0.389 1.843
N -9.285 -1.015 -4.241 -0.058 0.293 -0.248
H -11.748 -2.031 -6.353 0.515 0.638 -0.407
H -11.318 -3.048 -5.162 0.548 0.150 0.507
H -10.025 -2.552 -6.181 0.122 0.542 -0.223
H -11.021 -0.071 -5.183 0.678 0.215 -0.041
H -12.597 -1.136 -3.647 0.074 0.495 -0.358
H -11.351 -0.295 -2.736 0.304 -0.100 0.084
H -11.972 -3.703 -1.436 0.084 -0.088 -0.321
H -13.184 -2.476 -1.853 0.096 -0.128 -0.921
H -11.842 -2.044 -0.901 0.245 -0.087 -0.151
H -9.192 -1.878 -3.703 -0.027 0.411 0.549
H -8.625 -1.166 -5.004 -0.291 0.187 -0.267
C -5.061 0.218 -9.146 0.163 -0.350 0.615
C -4.721 0.083 -7.659 0.304 -0.381 -0.037
C -3.443 -0.708 -7.397 -0.012 0.186 -0.907
O -2.377 0.037 -7.950 -0.024 0.000 0.266
C -1.158 -0.683 -7.943 0.259 -0.280 -0.793
N -4.563 1.442 -7.050 1.702 0.504 -0.417
H -5.551 -0.699 -9.471 -0.162 0.117 -0.096
H -4.153 0.318 -9.739 -0.054 0.381 -0.033
H -5.738 1.067 -9.232 -0.032 -0.060 -0.439
H -5.529 -0.486 -7.198 -0.150 0.410 0.280
H -3.526 -1.654 -7.945 -0.030 -0.192 0.291
H -3.282 -0.895 -6.329 -0.044 -0.065 0.058
H -1.293 -1.681 -8.375 -0.184 -0.116 0.363
H -0.712 -0.745 -6.951 -0.019 -0.014 0.065
H -0.475 -0.214 -8.650 0.004 0.405 0.312
H -3.649 1.479 -6.586 -0.192 -0.462 0.258
H -4.302 2.067 -7.817 -0.682 0.058 -0.088
C -9.791 -4.234 -11.823 0.475 0.249 -0.887
C -10.404 -2.813 -11.837 0.901 -0.373 0.467
C -9.272 -1.806 -11.580 0.338 -0.241 0.792
C -8.246 -1.768 -12.695 -0.058 0.381 -0.312
C -8.949 -1.634 -14.069 0.818 0.000 0.757
C -10.229 -2.427 -14.317 0.180 -0.512 -0.820
N -11.037 -2.457 -13.098 -0.371 0.562 0.514
O -12.173 -3.306 -13.294 0.233 -0.028 -0.045
C -11.065 -1.689 -15.375 -0.435 0.180 0.341
C -9.943 -3.833 -14.940 -0.149 0.259 0.302
C -11.407 -2.688 -10.683 -0.112 0.833 -0.728
H -10.370 -4.862 -12.498 -0.318 -0.403 0.687
H -9.632 -4.619 -10.818 -0.494 -0.192 0.023
H -8.798 -4.254 -12.282 -0.018 0.234 0.026
H -9.638 -0.811 -11.308 -0.274 -0.027 -0.327
H -8.804 -2.198 -10.665 0.145 0.233 -0.001
H -7.529 -2.581 -12.562 -0.330 -0.366 -0.495
H -7.597 -0.888 -12.663 -0.146 0.087 0.447
H -8.187 -1.881 -14.809 -0.330 0.098 -0.372
H -9.163 -0.565 -14.136 -0.182 -0.034 -0.275
H -11.374 -0.695 -15.043 0.038 -0.085 0.250
H -10.552 -1.540 -16.324 0.167 -0.315 0.023
H -11.963 -2.291 -15.516 -0.036 0.147 -0.342
H -10.024 -3.697 -16.016 0.170 -0.341 -0.086
H -8.975 -4.278 -14.706 0.092 0.241 0.112
H -10.705 -4.541 -14.621 -0.091 0.027 -0.186
H -12.115 -3.512 -10.660 0.045 -0.082 0.177
H -11.946 -1.749 -10.853 -0.198 -0.097 0.107
H -10.883 -2.553 -9.737 0.021 -0.391 0.068
H -12.893 -2.776 -12.935 -0.065 -0.001 -0.161
C -13.490 4.439 -6.539 -0.543 0.071 -0.237
C -12.636 3.582 -7.460 1.752 -0.453 -0.364
C -13.345 3.175 -8.754 -0.569 0.303 -0.580
C -13.364 4.309 -9.782 0.244 -0.677 0.404
C -11.962 4.818 -10.111 -1.111 1.577 0.289
C -11.161 5.223 -8.857 0.227 -0.122 -0.414
N -11.341 4.176 -7.865 0.214 -1.220 -0.717
O -10.442 4.307 -6.789 -0.174 0.834 0.785
C -9.684 5.234 -9.290 -0.183 -0.142 0.167
C -11.575 6.622 -8.375 0.997 -0.342 0.709
C -12.258 2.275 -6.753 -0.251 -0.695 -0.049
H -14.007 5.200 -7.126 -0.125 -0.016 0.119
H -12.951 4.959 -5.748 0.324 -0.205 -0.064
H -14.237 3.790 -6.077 -0.102 0.175 0.035
H -12.889 2.275 -9.176 0.277 0.099 0.049
H -14.388 2.898 -8.560 0.077 -0.013 0.325
H -13.971 5.101 -9.336 0.114 0.236 -0.235
H -13.870 3.997 -10.696 -0.053 -0.033 0.028
H -12.182 5.779 -10.592 0.441 -0.126 -0.416
H -11.396 4.228 -10.827 -0.059 -0.434 0.253
H -9.537 6.056 -9.992 0.102 -0.122 -0.139
H -8.968 5.334 -8.476 -0.224 0.202 0.149
H -9.479 4.273 -9.764 0.138 0.096 -0.168
H -10.905 6.831 -7.533 -0.317 0.141 0.169
H -11.342 7.394 -9.106 -0.363 -0.060 -0.194
H -12.602 6.650 -8.020 -0.085 0.202 -0.184
H -11.551 1.582 -7.219 0.167 0.721 -0.783
H -13.166 1.662 -6.790 -0.098 0.123 1.119
H -11.763 2.463 -5.798 -0.871 -0.136 0.450
H -10.071 3.434 -6.614 -0.058 -0.150 -0.396
```
Positions in Å, forces in eV/Å.

Calculated values
Charge: +1
Electronic energy, Ha: -2261.9633
Kohn-Sham gap, eV: 6.2
Strongest force on any atom, hartree/bohr: 0.04053

---

2.
C19H27N4O3 | ωB97M-V with the def2-TZVPD basis set

```
53
Properties=species:S:1:pos:R:3:forces:R:3
N -2.955 -0.892 -4.184 0.610 -0.204 -0.256
C -2.004 -1.244 -3.120 -0.292 -0.666 0.334
C -2.652 -1.208 -1.710 -0.434 0.250 0.034
C -3.386 0.106 -1.413 0.700 0.142 0.400
C -2.467 1.136 -0.729 -0.522 -0.160 0.035
C -1.681 0.622 0.476 0.396 0.080 0.117
O -2.183 -0.043 1.366 0.189 0.212 -0.252
C -0.173 0.922 0.586 -1.129 -0.058 -0.354
C 0.457 1.801 -0.270 0.162 0.401 -0.437
C 1.809 2.049 -0.141 0.554 0.781 -0.601
C 2.560 1.439 0.836 0.188 0.040 -0.052
C 1.925 0.567 1.701 0.894 0.041 0.384
C 0.582 0.326 1.576 -0.151 -0.702 0.821
O -4.465 -0.238 -0.416 -0.226 -0.399 -1.002
N -5.711 0.003 -1.007 0.084 0.428 0.897
O -5.882 1.142 -1.268 -0.114 -0.217 -0.278
H -3.005 0.113 -4.283 -0.241 -0.005 0.322
H -3.860 -1.192 -3.836 -0.110 0.317 -0.124
H -1.074 -0.666 -3.178 -0.272 0.183 -0.103
H -1.722 -2.293 -3.314 0.216 0.228 0.141
H -3.428 -1.990 -1.732 0.149 0.124 0.074
H -1.932 -1.535 -0.926 0.058 -0.037 -0.269
H -3.089 1.968 -0.367 0.075 -0.167 -0.018
H -1.832 1.568 -1.509 0.165 -0.168 0.273
H -0.050 2.344 -1.059 -0.241 -0.238 0.142
H 2.284 2.761 -0.822 -0.265 -0.268 0.235
H 3.621 1.658 0.905 -0.084 -0.120 0.181
H 2.502 0.100 2.495 -0.157 -0.059 -0.072
H 0.146 -0.353 2.303 -0.359 0.078 -0.304
C 6.794 1.818 -3.318 0.055 0.017 -0.008
C 6.689 2.414 -1.919 0.163 -0.072 -0.208
C 5.271 2.335 -1.344 0.154 0.172 -0.217
C 4.330 3.080 -2.191 -0.474 0.303 -0.331
N 3.601 3.669 -2.865 0.603 -0.358 0.414
H 6.174 2.362 -4.033 -0.054 -0.026 0.041
H 7.823 1.868 -3.676 -0.007 -0.036 0.010
H 6.484 0.771 -3.323 -0.009 0.014 -0.021
H 7.016 3.456 -1.949 -0.047 0.003 0.086
H 7.370 1.883 -1.251 -0.077 0.029 0.083
H 5.248 2.760 -0.340 -0.093 -0.002 -0.001
H 4.940 1.297 -1.280 -0.077 0.022 0.002
C -3.150 -3.333 5.549 0.029 0.063 0.054
C -2.902 -2.293 4.461 -0.072 -0.088 0.275
C -2.970 -2.876 3.047 0.289 0.063 0.143
C -1.945 -3.918 2.880 0.290 -0.464 -0.316
N -1.145 -4.742 2.755 -0.509 0.558 0.179
H -2.389 -4.115 5.536 -0.031 -0.019 -0.063
H -3.123 -2.868 6.536 -0.041 -0.015 -0.002
H -4.128 -3.805 5.425 0.017 -0.016 0.008
H -1.924 -1.835 4.622 -0.023 0.051 -0.107
H -3.646 -1.499 4.549 0.037 0.032 -0.136
H -2.801 -2.089 2.311 0.002 -0.011 -0.113
H -3.952 -3.311 2.858 0.031 -0.054 -0.041
```
Positions in Å, forces in eV/Å.

Calculated values
Charge: -1
Electronic energy, Ha: -1184.7856
Kohn-Sham gap, eV: 4.5
Strongest force on any atom, hartree/bohr: 0.02304

---

3.
C40H22F15FeGeN2OS3Si | ωB97M-V with the def2-TZVPD basis set

```
86
Properties=species:S:1:pos:R:3:forces:R:3
Fe -1.247 -1.752 0.558 -0.483 0.190 -0.400
S -3.326 -1.834 -0.724 -0.369 0.388 0.678
C -2.291 -2.441 -1.928 0.090 -0.273 -0.434
N -1.122 -2.923 -1.610 -0.489 0.468 0.969
C -0.388 -3.272 -2.699 0.222 -0.162 -1.066
C 0.905 -3.791 -2.683 -0.203 0.136 0.005
C 1.514 -4.085 -3.884 0.076 -0.034 -0.083
C 0.854 -3.872 -5.094 0.047 -0.057 -0.095
C -0.434 -3.374 -5.130 0.033 -0.007 0.011
C -1.051 -3.069 -3.930 0.158 -0.100 0.284
S -2.645 -2.420 -3.653 0.385 -0.042 0.536
H 1.405 -3.936 -1.738 0.078 -0.020 0.095
H 2.516 -4.489 -3.899 0.050 0.009 0.038
H 1.361 -4.107 -6.018 0.024 -0.026 -0.103
H -0.952 -3.221 -6.062 -0.018 0.020 -0.194
C -1.474 -4.765 0.843 -0.460 0.272 0.701
Si -2.500 -4.219 2.356 -0.511 -1.999 -0.590
C -4.383 -4.383 2.052 0.828 0.364 0.138
C -2.042 -5.391 3.806 -0.045 0.779 -0.375
N -2.047 -2.544 2.502 0.258 1.105 0.214
C -2.292 -1.724 3.529 0.355 -0.290 -0.718
C -2.943 -2.090 4.727 -0.258 0.046 0.507
C -3.129 -1.190 5.748 -0.148 -0.599 -0.026
C -2.689 0.123 5.621 0.158 0.102 -0.241
C -2.060 0.539 4.458 0.119 0.196 -0.233
C -1.865 -0.368 3.435 0.226 0.538 -0.719
O -1.313 -0.046 2.215 -0.432 -0.717 1.044
C -0.701 1.175 2.061 -0.064 1.482 -1.223
C -1.053 1.891 0.975 -0.258 -0.589 1.107
C -0.352 3.119 0.580 0.066 0.216 0.005
C 0.816 3.507 1.500 -0.215 0.341 0.206
C 1.205 2.573 2.545 -0.326 -0.258 0.249
C 0.452 1.507 2.859 0.408 0.031 0.068
H -1.005 -5.728 1.004 0.172 -0.216 0.166
H -0.672 -4.045 0.622 -0.051 -0.325 -0.046
H -2.099 -4.859 -0.036 -0.043 0.155 -0.253
H -4.642 -5.406 1.797 0.081 -0.252 -0.022
H -4.706 -3.745 1.235 0.045 0.123 -0.170
H -4.958 -4.108 2.931 -0.075 0.042 0.242
H -2.655 -6.286 3.754 -0.152 -0.103 -0.131
H -2.195 -4.950 4.784 -0.039 0.047 0.228
H -1.004 -5.703 3.750 0.202 0.016 -0.056
H -3.306 -3.099 4.815 -0.087 -0.181 0.097
H -3.624 -1.503 6.655 -0.053 -0.036 0.033
H -2.847 0.829 6.417 -0.025 0.120 0.143
H -1.747 1.568 4.352 0.018 0.000 -0.086
H -1.845 1.526 0.334 0.081 -0.031 -0.031
H -1.101 2.875 -1.404 0.056 -0.072 0.033
H 1.615 4.088 1.054 -0.083 0.015 -0.057
H 2.149 2.750 3.035 0.108 -0.057 0.146
H 0.768 0.816 3.624 0.061 -0.094 0.115
F -0.727 1.628 -3.589 -0.191 0.028 -0.411
C 0.493 1.438 -4.112 0.243 -0.029 0.101
C 1.551 1.371 -3.226 -0.241 -0.123 0.445
C 2.808 1.133 -3.742 -0.244 0.047 0.056
F 3.836 0.995 -2.891 0.231 -0.030 -0.376
C 3.027 1.019 -5.110 -0.112 -0.015 0.098
F 4.253 0.801 -5.587 -0.054 0.016 -0.028
C 1.947 1.118 -5.982 -0.001 0.015 0.321
F 2.144 1.013 -7.295 -0.042 -0.016 0.123
C 0.661 1.316 -5.482 0.099 -0.014 0.127
F -0.378 1.377 -6.315 0.042 0.023 -0.005
Ge 1.099 1.503 -1.282 0.113 0.548 0.136
S 0.179 -0.386 -0.757 0.340 -0.158 -0.519
C 2.856 1.830 -0.322 -0.472 -0.047 -0.234
C 3.354 1.000 0.665 -0.070 0.018 -0.012
F 2.619 -0.037 1.079 0.420 -0.016 0.234
C 4.595 1.215 1.259 -0.092 0.093 -0.055
F 5.037 0.402 2.223 -0.008 0.057 -0.078
C 5.366 2.302 0.862 -0.288 -0.073 -0.133
F 6.551 2.529 1.427 -0.175 -0.030 -0.077
C 4.887 3.158 -0.127 -0.122 -0.076 -0.030
F 5.616 4.207 -0.509 -0.013 -0.050 0.013
C 3.648 2.899 -0.700 0.024 -0.166 0.323
F 3.175 3.717 -1.649 0.274 0.211 -0.083
C -0.165 3.164 -0.912 0.432 -0.849 -0.326
C -0.514 4.268 1.533 0.493 -0.584 0.153
F -1.319 4.009 2.602 -0.064 0.119 -0.031
C -0.520 5.695 1.198 0.098 0.579 -0.682
F -0.902 6.475 2.223 0.119 -0.072 -0.201
C -0.123 6.284 0.056 -0.496 -0.023 1.113
F -0.130 7.626 0.026 0.054 -0.132 -0.043
C 0.328 5.678 -1.179 0.141 -0.708 -0.722
F 0.801 6.580 -2.059 0.003 -0.089 0.154
C 0.319 4.390 -1.560 0.129 0.584 -0.118
F 0.769 4.136 -2.808 -0.089 0.297 0.066
```
Positions in Å, forces in eV/Å.

Calculated values
⟨S²⟩: 8.796
Spin multiplicity: 6
Charge: 0
Electronic energy, Ha: -8044.8383
Kohn-Sham gap (alpha / beta), eV: 7.8 / 4.7
Strongest force on any atom, hartree/bohr: 0.04174

---

4.
C2H6N2O2 | ωB97M-V with the def2-TZVPD basis set

```
12
Properties=species:S:1:pos:R:3:forces:R:3
C 0.003 -1.063 1.704 -0.323 -0.379 0.350
N -1.102 -1.002 2.485 -1.507 3.309 3.594
O 0.157 -2.108 1.137 1.223 -0.918 -1.470
H 0.718 -0.205 1.524 -0.954 -0.351 0.906
H -1.332 -0.316 3.309 1.175 -1.415 -2.606
H -1.668 -1.829 2.592 0.435 -0.282 -0.471
C 0.660 1.140 -2.091 1.102 -0.020 2.077
N 0.065 0.999 -0.843 0.573 0.092 -1.408
O 0.390 2.042 -2.825 -0.540 0.542 -0.988
H 1.590 0.532 -2.243 -0.874 -0.298 0.031
H -0.617 1.692 -0.611 -0.380 0.055 0.106
H 0.206 0.215 -0.247 0.069 -0.337 -0.122
```
Positions in Å, forces in eV/Å.

Calculated values
Energy above the lowest of the compared OMol25 structures with the same formula, charge and spin, kcal/mol: 25.1
Charge: 0
Electronic energy, Ha: -339.7927
Kohn-Sham gap, eV: 10.8
Strongest force on any atom, hartree/bohr: 0.09943

---

What did the second record say?
C19H27N4O3 | ωB97M-V with the def2-TZVPD basis set

```
53
Properties=species:S:1:pos:R:3:forces:R:3
N -2.955 -0.892 -4.184 0.610 -0.204 -0.256
C -2.004 -1.244 -3.120 -0.292 -0.666 0.334
C -2.652 -1.208 -1.710 -0.434 0.250 0.034
C -3.386 0.106 -1.413 0.700 0.142 0.400
C -2.467 1.136 -0.729 -0.522 -0.160 0.035
C -1.681 0.622 0.476 0.396 0.080 0.117
O -2.183 -0.043 1.366 0.189 0.212 -0.252
C -0.173 0.922 0.586 -1.129 -0.058 -0.354
C 0.457 1.801 -0.270 0.162 0.401 -0.437
C 1.809 2.049 -0.141 0.554 0.781 -0.601
C 2.560 1.439 0.836 0.188 0.040 -0.052
C 1.925 0.567 1.701 0.894 0.041 0.384
C 0.582 0.326 1.576 -0.151 -0.702 0.821
O -4.465 -0.238 -0.416 -0.226 -0.399 -1.002
N -5.711 0.003 -1.007 0.084 0.428 0.897
O -5.882 1.142 -1.268 -0.114 -0.217 -0.278
H -3.005 0.113 -4.283 -0.241 -0.005 0.322
H -3.860 -1.192 -3.836 -0.110 0.317 -0.124
H -1.074 -0.666 -3.178 -0.272 0.183 -0.103
H -1.722 -2.293 -3.314 0.216 0.228 0.141
H -3.428 -1.990 -1.732 0.149 0.124 0.074
H -1.932 -1.535 -0.926 0.058 -0.037 -0.269
H -3.089 1.968 -0.367 0.075 -0.167 -0.018
H -1.832 1.568 -1.509 0.165 -0.168 0.273
H -0.050 2.344 -1.059 -0.241 -0.238 0.142
H 2.284 2.761 -0.822 -0.265 -0.268 0.235
H 3.621 1.658 0.905 -0.084 -0.120 0.181
H 2.502 0.100 2.495 -0.157 -0.059 -0.072
H 0.146 -0.353 2.303 -0.359 0.078 -0.304
C 6.794 1.818 -3.318 0.055 0.017 -0.008
C 6.689 2.414 -1.919 0.163 -0.072 -0.208
C 5.271 2.335 -1.344 0.154 0.172 -0.217
C 4.330 3.080 -2.191 -0.474 0.303 -0.331
N 3.601 3.669 -2.865 0.603 -0.358 0.414
H 6.174 2.362 -4.033 -0.054 -0.026 0.041
H 7.823 1.868 -3.676 -0.007 -0.036 0.010
H 6.484 0.771 -3.323 -0.009 0.014 -0.021
H 7.016 3.456 -1.949 -0.047 0.003 0.086
H 7.370 1.883 -1.251 -0.077 0.029 0.083
H 5.248 2.760 -0.340 -0.093 -0.002 -0.001
H 4.940 1.297 -1.280 -0.077 0.022 0.002
C -3.150 -3.333 5.549 0.029 0.063 0.054
C -2.902 -2.293 4.461 -0.072 -0.088 0.275
C -2.970 -2.876 3.047 0.289 0.063 0.143
C -1.945 -3.918 2.880 0.290 -0.464 -0.316
N -1.145 -4.742 2.755 -0.509 0.558 0.179
H -2.389 -4.115 5.536 -0.031 -0.019 -0.063
H -3.123 -2.868 6.536 -0.041 -0.015 -0.002
H -4.128 -3.805 5.425 0.017 -0.016 0.008
H -1.924 -1.835 4.622 -0.023 0.051 -0.107
H -3.646 -1.499 4.549 0.037 0.032 -0.136
H -2.801 -2.089 2.311 0.002 -0.011 -0.113
H -3.952 -3.311 2.858 0.031 -0.054 -0.041
```
Positions in Å, forces in eV/Å.

Calculated values
Charge: -1
Electronic energy, Ha: -1184.7856
Kohn-Sham gap, eV: 4.5
Strongest force on any atom, hartree/bohr: 0.02304

---

Question: What is the strongest force on any atom in the second record?
Answer: 0.02304 hartree/bohr